(1)
Density functional theory data (ωB97M-V with the def2-TZVPD basis set) for C25H71F3HfN5O12S as an isolated structure in a non-equilibrium geometry.

Last column: Löwdin charge in e.
Positions of all 118 atoms, in Å:
1 Hf 2.215 -1.825 -2.443  2.3193
2 C -0.205 1.266 0.747  -0.6110
3 F 0.858 2.001 0.421  0.1629
4 F -0.536 1.441 2.013  0.2036
5 F -1.169 1.455 -0.125  0.1518
6 S 0.332 -0.615 0.553  0.6786
7 O 1.437 -0.792 1.526  -0.3031
8 O -0.841 -1.431 0.775  -0.2694
9 O 0.819 -0.765 -0.894  -0.4562
10 C -0.409 -4.083 3.065  -0.1524
11 O 0.601 -5.037 2.841  -0.1091
12 H -0.060 -3.131 3.465  0.0833
13 H -0.838 -3.777 2.111  0.0292
14 H -1.260 -4.443 3.644  0.0943
15 H 0.273 -5.818 2.390  0.0917
16 C 3.841 1.335 -1.933  -0.0601
17 O 2.699 0.592 -2.367  -0.2396
18 H 3.475 1.813 -1.024  0.0968
19 H 4.734 0.737 -1.756  0.1005
20 H 4.096 2.263 -2.446  0.1124
21 H 2.124 1.282 -2.707  0.0294
22 C 5.126 1.116 1.899  -0.1010
23 O 3.998 0.417 1.360  -0.1884
24 H 5.798 1.405 1.091  0.0816
25 H 4.844 1.933 2.562  0.0939
26 H 5.700 0.451 2.544  0.0845
27 H 3.425 0.296 2.120  0.0122
28 C -0.096 3.026 -2.971  -0.0960
29 O 1.238 2.669 -3.283  -0.1216
30 H -0.745 2.892 -3.837  0.0848
31 H -0.402 2.370 -2.156  0.0667
32 H -0.115 4.072 -2.663  0.1059
33 H 1.586 3.169 -4.025  0.1201
34 C 4.385 -2.901 1.499  0.0359
35 C 3.520 -3.049 0.227  -0.3855
36 C 2.128 -3.694 0.359  -0.1184
37 O 1.371 -3.348 -0.834  -0.3402
38 C 0.151 -4.102 -0.883  -0.0201
39 N 3.412 -1.733 -0.379  -0.0059
40 H 4.645 -3.902 1.842  0.1151
41 H 3.784 -2.489 2.309  0.0942
42 H 5.331 -2.424 1.243  0.1111
43 H 3.971 -3.711 -0.512  0.1445
44 H 1.665 -3.347 1.283  0.1238
45 H 2.286 -4.767 0.468  0.1607
46 H -0.626 -3.445 -1.276  0.0899
47 H -0.182 -4.456 0.093  0.1020
48 H 0.276 -5.015 -1.465  0.1205
49 H 3.211 -1.177 0.440  0.0514
50 H 4.408 -1.586 -0.295  0.1079
51 C 0.760 0.213 4.873  -0.0434
52 C 2.198 0.593 4.729  -0.4391
53 C 2.876 0.763 6.087  -0.1844
54 O 2.248 1.842 6.800  -0.1934
55 C 2.788 2.203 8.058  -0.0851
56 N 2.851 -0.477 3.987  0.0390
57 H 0.748 -0.824 5.209  0.0938
58 H 0.327 0.262 3.873  0.0456
59 H 0.232 0.926 5.506  0.0976
60 H 2.330 1.569 4.261  0.1424
61 H 3.939 0.960 5.950  0.1269
62 H 2.759 -0.205 6.575  0.1298
63 H 2.416 3.186 8.348  0.0911
64 H 3.870 2.332 8.031  0.0913
65 H 2.384 1.498 8.784  0.0954
66 H 2.923 -1.329 4.526  0.0922
67 H 2.232 -0.705 3.223  0.0044
68 C -3.659 2.454 -2.352  -0.0524
69 C -5.075 2.956 -2.119  -0.4434
70 C -5.246 4.412 -2.560  -0.0606
71 O -4.414 5.269 -1.756  0.0866
72 C -4.317 6.625 -2.089  0.0514
73 N -6.019 2.046 -2.739  0.0861
74 H -3.410 1.506 -1.876  0.0797
75 H -3.005 3.215 -1.927  0.0693
76 H -3.414 2.508 -3.413  0.0837
77 H -5.298 2.818 -1.061  0.1409
78 H -6.279 4.703 -2.365  0.1797
79 H -5.049 4.525 -3.626  0.1691
80 H -3.854 6.673 -3.075  0.1496
81 H -3.723 7.154 -1.343  0.1330
82 H -5.300 7.089 -2.170  0.1541
83 H -5.811 2.108 -3.725  0.0848
84 H -6.923 2.487 -2.649  0.0946
85 C -3.951 -3.228 2.466  -0.0732
86 C -4.090 -2.820 1.058  -0.4188
87 C -4.190 -1.277 0.992  -0.2123
88 O -5.216 -0.666 1.737  -0.1403
89 C -5.402 0.694 1.403  -0.1059
90 N -2.903 -3.360 0.439  0.0372
91 H -3.256 -2.668 3.092  0.0921
92 H -3.662 -4.279 2.481  0.0850
93 H -4.956 -3.191 2.885  0.0965
94 H -4.949 -3.319 0.610  0.1572
95 H -4.289 -1.013 -0.061  0.1058
96 H -3.237 -0.797 1.214  0.0992
97 H -6.348 1.037 1.822  0.1025
98 H -5.582 0.790 0.332  0.0632
99 H -4.600 1.385 1.663  0.0842
100 H -2.146 -2.703 0.561  -0.0060
101 H -2.994 -3.328 -0.566  0.0627
102 C 2.189 0.140 -6.732  -0.0070
103 C 2.031 0.054 -5.238  -0.4386
104 C 0.561 -0.001 -4.840  -0.1381
105 O 0.350 -0.254 -3.418  -0.2977
106 C -1.053 -0.434 -3.167  -0.0372
107 N 2.765 -1.062 -4.705  -0.0174
108 H 3.202 -0.074 -7.074  0.1118
109 H 2.150 1.183 -7.048  0.1132
110 H 1.491 -0.412 -7.361  0.1149
111 H 2.434 0.979 -4.825  0.1336
112 H 0.090 -0.796 -5.417  0.1426
113 H 0.035 0.886 -5.195  0.1492
114 H -1.259 -0.538 -2.101  0.0858
115 H -1.334 -1.344 -3.697  0.1116
116 H -1.671 0.379 -3.548  0.0993
117 H 3.721 -0.773 -4.856  0.1299
118 H 2.702 -1.683 -5.499  0.1222

Calculated values
Orbital gap (alpha / beta)   1.626 / 1.491 eV
E_LUMO (alpha / beta)   -0.5172 / -0.5222 Ha
Total charge   +4
Multiplicity   2

=====

(2)
Density functional theory data (ωB97M-V with the def2-TZVPD basis set) for C25H72B2CsLiN4O as an isolated structure in a non-equilibrium geometry.

Last column: Löwdin charge in e.
Positions of all 106 atoms, in Å:
1 Cs 13.324 8.453 15.239  0.9894
2 Li 10.488 6.163 13.894  0.4693
3 B 11.467 7.727 12.707  -0.5508
4 H 11.831 6.596 12.659  -0.0458
5 H 12.357 8.409 12.294  -0.0453
6 H 10.490 7.894 12.006  -0.0183
7 H 11.185 7.973 13.802  -0.1625
8 B 11.367 5.775 15.763  -0.5339
9 H 10.473 5.036 15.492  -0.0121
10 H 11.031 6.881 15.654  -0.1021
11 H 11.802 5.607 16.876  0.0008
12 H 12.259 5.578 14.993  -0.0408
13 C 5.823 6.270 19.239  -0.0918
14 C 7.204 6.282 18.590  -0.2654
15 N 7.988 7.470 18.931  -0.1720
16 C 8.178 7.620 20.375  -0.2565
17 C 8.965 6.534 21.088  -0.0684
18 C 9.253 7.397 18.210  -0.2698
19 C 10.108 8.657 18.286  -0.0686
20 H 5.214 5.493 18.774  0.0700
21 H 5.319 7.223 19.069  0.0777
22 H 5.888 6.089 20.311  0.0623
23 H 7.730 5.349 18.850  0.1139
24 H 7.068 6.298 17.506  0.1072
25 H 8.672 8.585 20.529  0.1017
26 H 7.197 7.788 20.824  0.1025
27 H 9.952 6.422 20.635  0.0551
28 H 9.092 6.751 22.148  0.0742
29 H 8.496 5.551 20.995  0.0725
30 H 9.021 7.245 17.151  0.1074
31 H 9.841 6.503 18.467  0.0931
32 H 10.394 8.958 19.291  0.0669
33 H 9.581 9.462 17.769  0.0804
34 H 10.999 8.439 17.695  0.0366
35 C 10.860 3.175 12.948  -0.0732
36 C 9.434 3.538 13.340  -0.2641
37 N 9.097 4.926 13.034  -0.2372
38 C 9.049 5.205 11.591  -0.2514
39 C 7.929 4.520 10.826  -0.0681
40 C 7.861 5.284 13.760  -0.2544
41 C 7.434 6.718 13.553  -0.0671
42 H 10.963 3.130 11.861  0.0689
43 H 11.101 2.176 13.318  0.0859
44 H 11.596 3.868 13.355  0.0515
45 H 8.751 2.797 12.903  0.1185
46 H 9.362 3.416 14.424  0.0992
47 H 10.029 5.010 11.155  0.1135
48 H 8.959 6.287 11.489  0.0890
49 H 7.931 4.815 9.777  0.0786
50 H 6.959 4.795 11.245  0.0672
51 H 8.005 3.432 10.865  0.0698
52 H 7.056 4.587 13.475  0.1189
53 H 8.030 5.063 14.817  0.1105
54 H 6.640 6.985 14.254  0.0801
55 H 8.250 7.413 13.779  0.0790
56 H 7.071 6.929 12.549  0.0754
57 C 16.788 5.868 17.836  -0.0925
58 C 16.665 5.958 19.352  -0.2587
59 N 15.427 6.577 19.805  -0.1996
60 C 15.393 6.699 21.251  -0.2689
61 C 16.546 7.515 21.830  -0.0959
62 C 14.251 5.888 19.283  -0.2488
63 C 12.945 6.565 19.647  -0.0832
64 H 16.266 5.001 17.435  0.0651
65 H 17.837 5.790 17.544  0.0733
66 H 16.419 6.765 17.331  0.0703
67 H 16.723 4.928 19.761  0.1258
68 H 17.499 6.521 19.761  0.1004
69 H 14.467 7.194 21.543  0.0998
70 H 15.373 5.704 21.738  0.1253
71 H 16.807 8.358 21.190  0.0778
72 H 16.275 7.891 22.817  0.0699
73 H 17.439 6.904 21.972  0.0654
74 H 14.241 4.831 19.609  0.1319
75 H 14.360 5.884 18.200  0.0935
76 H 12.960 7.637 19.436  0.0815
77 H 12.683 6.428 20.697  0.0704
78 H 12.120 6.137 19.075  0.0439
79 C 13.707 2.551 10.035  -0.0872
80 C 14.399 2.761 11.375  -0.2694
81 N 15.240 3.945 11.446  -0.1812
82 C 16.353 3.847 10.511  -0.2675
83 C 17.262 5.075 10.456  -0.0914
84 C 15.719 4.152 12.811  -0.2522
85 C 14.591 4.368 13.830  -0.0814
86 H 14.414 2.395 9.221  0.0576
87 H 13.060 3.391 9.784  0.0777
88 H 13.105 1.642 10.097  0.0733
89 H 13.604 2.876 12.112  0.0792
90 H 14.946 1.841 11.664  0.1256
91 H 16.987 2.965 10.728  0.1221
92 H 15.941 3.723 9.511  0.0991
93 H 17.780 5.249 11.397  0.0559
94 H 17.990 4.920 9.660  0.0715
95 H 16.695 5.976 10.213  0.0793
96 H 16.322 5.057 12.811  0.0964
97 H 16.343 3.298 13.135  0.1240
98 H 15.072 4.725 14.743  0.0680
99 H 14.064 3.437 14.026  0.0678
100 H 13.900 5.122 13.453  0.0614
101 C 10.766 2.622 17.546  -0.1615
102 O 10.582 3.876 18.165  -0.1620
103 H 9.868 2.012 17.670  0.0751
104 H 10.952 2.742 16.474  0.0664
105 H 11.600 2.074 17.995  0.0738
106 H 10.947 4.558 17.576  -0.0347

Calculated values
Orbital gap   7.792 eV
E_LUMO   -0.0133 Ha